(1)
Formula: C8H14CuN3O3S
Source: the OMol25 dataset
Level of theory: ωB97M-V/def2-TZVPD

Output
M in g/mol: 295.83
Charge: -1
Gap between HOMO and LUMO (alpha / beta) in eV: 2.2 / 6.4
E in Ha: -2741.89445
Spin multiplicity: 2
HOMO energy (alpha / beta) in eV: 0.03 / -4.25

Last column: Löwdin spin population.
Geometry (Å):
C1 -1.10 -1.63 -2.86  0.002
Cu1 -1.79 0.11 -1.53  0.036
N1 -2.49 0.58 0.51  0.006
N2 -3.31 0.71 -2.60  0.007
H1 -2.02 1.43 0.85  0.003
H2 -1.65 -1.50 -1.86  0.000
H3 -0.47 -2.51 -2.66  0.000
H4 -0.42 -0.84 -3.22  0.000
H5 -1.81 -1.90 -3.65  0.001
H6 -3.40 1.73 -2.66  0.006
H7 -4.19 0.34 -2.25  0.005
H8 -3.19 0.36 -3.55  0.003
H9 -3.48 0.71 0.72  0.004
H10 -2.13 -0.17 1.11  0.002
O1 0.90 -2.87 1.94  0.016
S1 0.42 -1.52 1.99  0.032
O2 -0.45 -1.12 3.08  0.022
N3 -0.21 -1.00 0.55  0.058
C2 0.48 -0.02 -0.05  0.143
O3 0.07 0.61 -1.09  0.084
C3 1.70 0.35 0.68  0.152
C4 2.60 1.38 0.41  0.068
C5 3.60 1.64 1.34  0.047
C6 3.69 0.89 2.53  0.152
C7 2.78 -0.14 2.80  0.012
C8 1.79 -0.38 1.86  0.122
H11 2.48 1.95 -0.52  0.006
H12 4.32 2.44 1.17  0.001
H13 4.48 1.09 3.25  0.014
H14 2.79 -0.75 3.71  -0.003

(2)
Formula: C11H26NO4Si
Source: the OMol25 dataset
Level of theory: ωB97M-V/def2-TZVPD

Output
M in g/mol: 264.42
Charge: -1
Gap between HOMO and LUMO in eV: 6.1
E in Ha: -1079.87143
HOMO energy in eV: -3.57

Last column: Löwdin charge in e.
Geometry (Å):
N1 1.98 1.30 -0.50  0.044
C1 1.52 0.29 0.24  -0.306
C2 1.95 0.10 1.79  -0.300
Si1 3.75 -0.65 1.72  0.672
C3 5.00 0.83 1.79  -0.736
O1 5.42 1.14 2.98  -0.211
O2 5.45 1.49 0.67  -0.270
H1 1.57 1.21 -1.45  0.023
H2 0.82 -0.44 -0.30  0.096
H3 1.95 1.11 2.31  0.082
H4 1.32 -0.69 2.31  0.041
H5 3.92 -1.32 0.42  -0.055
H6 3.98 -1.63 2.79  -0.073
C4 0.79 1.39 -6.46  -0.084
C5 -0.09 0.71 -5.44  -0.281
O3 -0.17 1.40 -4.20  -0.163
C6 -0.70 2.72 -4.25  -0.278
C7 -2.12 2.79 -4.79  -0.087
H7 1.80 1.53 -6.07  0.086
H8 0.85 0.79 -7.38  0.075
H9 0.41 2.38 -6.73  0.063
H10 0.33 -0.28 -5.21  0.119
H11 -1.10 0.53 -5.84  0.103
H12 -0.03 3.37 -4.82  0.106
H13 -0.69 3.10 -3.23  0.122
H14 -2.18 2.44 -5.82  0.062
H15 -2.48 3.82 -4.77  0.075
H16 -2.78 2.17 -4.19  0.081
C8 -3.73 -1.74 3.63  -0.086
C9 -2.40 -2.18 3.04  -0.280
O4 -1.29 -1.44 3.53  -0.166
C10 -1.06 -1.50 4.93  -0.278
C11 -0.81 -2.90 5.45  -0.083
H17 -3.90 -0.68 3.44  0.082
H18 -4.55 -2.31 3.19  0.074
H19 -3.77 -1.88 4.71  0.062
H20 -2.42 -2.03 1.96  0.119
H21 -2.24 -3.25 3.20  0.104
H22 -1.89 -1.02 5.47  0.103
H23 -0.18 -0.88 5.13  0.122
H24 -1.66 -3.56 5.29  0.062
H25 -0.59 -2.88 6.52  0.076
H26 0.05 -3.35 4.93  0.084

> M of number 2 (C11H26NO4Si)?

264.42 g/mol